Record 1
This record from the Open Molecules 2025 dataset describes a single C4H13NSi molecule in a non-equilibrium geometry. The level of theory is wB97M-V/def2-TZVPD.

```
19
Properties=species:S:1:pos:R:3:forces:R:3:mulliken_charge:R:1
C 0.612239 -1.231839 1.488704 -0.43 -0.95 -0.36 -1.034
Si -0.129307 -0.392320 0.001517 -0.22 2.54 -0.23 0.453
C -1.162903 1.032993 0.675616 0.53 0.83 -1.00 -1.299
C -1.448152 -1.176261 -1.093416 2.34 -0.48 -0.51 -1.273
C 1.301345 0.359379 -1.032111 -1.83 0.33 0.31 -0.529
N 1.919339 1.579039 -0.495319 -0.49 1.38 -0.38 -0.655
H 1.566458 -1.705595 1.307153 0.28 -0.25 -0.25 0.353
H 0.762973 -0.573316 2.349018 -0.51 -0.12 -0.14 0.319
H -0.118807 -2.043725 1.653250 0.35 0.21 0.77 0.279
H -1.802839 0.884952 1.492679 -0.20 -0.56 2.05 0.463
H -1.976676 1.168831 -0.006944 -0.25 0.40 -1.30 0.364
H -0.675437 2.013569 0.765337 0.01 -0.31 0.20 0.336
H -2.365053 -1.010620 -0.669475 -2.35 0.07 1.58 0.407
H -1.217214 -2.221612 -1.091514 -0.35 -0.92 -0.61 0.344
H -1.605592 -0.767153 -2.092335 0.79 -0.10 -0.13 0.351
H 2.037978 -0.380506 -0.994754 1.35 -1.34 -0.52 0.307
H 0.926517 0.476604 -2.083871 0.74 0.22 0.85 0.295
H 1.286503 2.365905 -0.688508 0.49 -0.36 0.18 0.261
H 2.088629 1.621676 0.514973 -0.25 -0.58 -0.50 0.259
```
Positions in Å, forces in eV/Å.

HOMO   -0.307 Ha
LUMO level   0.91 eV
HOMO-LUMO gap   0.3399 Eh
SMILES   C[Si](C)(C)CN
Charge   0

Record 2
This record from the Open Molecules 2025 dataset describes 3 unconnected molecules or ions with the total composition C4H13O4 in a non-equilibrium geometry. The level of theory is wB97M-V/def2-TZVPD.

```
21
Properties=species:S:1:pos:R:3:forces:R:3:mulliken_charge:R:1
C -2.289979 -0.132451 0.838258 2.09 0.24 0.66 -0.472
O -2.107991 -1.575274 0.877501 -4.13 2.06 1.71 -0.533
C -1.216864 0.502898 1.824009 0.45 2.59 -0.72 -0.575
C 0.262066 0.288829 1.401789 -1.02 0.27 -1.93 -0.900
C 0.704483 1.016295 0.046653 -0.46 -1.67 1.32 -0.185
O 1.516917 0.198835 -0.641696 1.49 -1.42 -0.65 -0.968
H -3.236893 0.115411 1.254153 -1.01 -0.11 0.16 0.371
H -2.227150 0.291991 -0.203842 0.08 -0.57 0.96 0.263
H -1.341113 0.079256 2.779226 -0.47 -1.03 1.21 0.372
H -1.417531 1.655330 2.100154 0.24 -2.15 -1.20 0.247
H 0.459529 -0.766438 1.260636 -0.69 -0.63 -0.94 0.352
H 1.036889 0.340634 2.115923 0.58 1.39 1.61 0.465
H -0.197386 1.135702 -0.574770 -0.33 1.11 0.39 0.164
H 1.305844 1.914793 0.254739 -0.89 0.70 0.28 0.199
H 1.043807 -1.101883 -1.013154 0.13 -0.58 0.18 0.380
H 1.943608 2.548433 -1.863715 0.00 0.38 -0.21 0.268
H 1.900466 1.097637 -1.838354 -0.26 -2.11 1.29 0.470
O 1.932123 1.809588 -2.475324 0.39 2.19 -1.78 -0.711
H -1.345172 -1.673420 0.419495 4.08 -1.15 -2.35 0.328
H 0.269310 -2.124609 -1.919309 -2.41 -0.05 -3.49 0.227
O 0.789894 -2.128932 -1.189913 2.14 0.54 3.49 -0.761
```
Positions in Å, forces in eV/Å.

HOMO   -0.151 Ha
LUMO level   3.77 eV
HOMO-LUMO gap   0.2894 Eh
Charge   -1

Record 3
This record from the Open Molecules 2025 dataset describes a molecular structure, C4H14CaN3 in a non-equilibrium geometry. The level of theory is wB97M-V/def2-TZVPD.

```
22
Properties=species:S:1:pos:R:3:forces:R:3:mulliken_charge:R:1
C 1.671589 0.829801 -1.974048 -0.71 0.23 -0.15 -1.280
Ca 0.678061 -0.478999 -0.186069 0.93 -0.05 0.77 -0.208
N -1.367353 -0.392357 -1.531247 -1.14 -0.27 -0.54 -0.674
H 2.115559 -0.428577 1.310543 0.80 0.28 0.12 -0.119
H 0.226814 -2.111714 1.176177 -0.65 -0.78 -0.42 -0.074
H 2.616884 0.899404 -1.441628 0.34 0.08 -0.19 0.218
H 1.450003 1.700398 -2.611753 0.30 -0.44 -0.01 0.143
H 1.588026 -0.140014 -2.509719 0.30 0.32 -0.36 0.173
H -2.142542 0.242144 -1.315772 0.43 -0.23 -0.03 0.190
H -1.702259 -1.335023 -1.323614 -0.07 0.12 0.02 0.271
H -1.219554 -0.347658 -2.542424 0.12 0.13 0.42 0.239
C -1.024573 -0.656747 5.039566 0.27 -0.37 -0.28 -0.802
N -1.219767 0.452283 4.100214 -0.47 0.11 1.43 0.022
C -1.980121 1.623837 4.540535 0.06 0.20 -0.37 -0.812
C -0.775371 0.390975 2.866867 0.71 0.11 -2.61 0.227
N -0.394025 0.347262 1.760680 -1.39 0.60 2.55 -0.278
H -1.435573 -0.381554 6.015631 0.09 0.02 -0.27 0.285
H 0.041248 -0.883821 5.152435 -0.17 0.06 -0.03 0.302
H -1.520942 -1.569619 4.689486 0.05 0.17 0.04 0.303
H -1.389403 2.541105 4.415255 -0.07 -0.19 0.09 0.301
H -2.902579 1.750090 3.956508 0.12 -0.11 0.14 0.297
H -2.243037 1.510084 5.598666 0.12 0.00 -0.33 0.279
```
Positions in Å, forces in eV/Å.

HOMO   -0.061 Ha
LUMO level   2.78 eV
HOMO-LUMO gap   0.1627 Eh
Charge   -1

Record 4
This record from the Open Molecules 2025 dataset describes a molecular structure, C4H14ClN4O4V in a non-equilibrium geometry. The level of theory is wB97M-V/def2-TZVPD.

```
28
Properties=species:S:1:pos:R:3:forces:R:3:mulliken_charge:R:1
O 2.652971 -0.444915 -16.574492 3.31 0.75 2.21 -0.348
V 3.995924 0.095287 -15.936569 -3.98 2.93 -4.16 1.381
Cl 4.561732 1.270423 -18.142688 0.07 -1.18 2.44 -0.317
C 3.561915 3.243469 -14.900001 -0.20 1.65 -0.08 0.608
O 3.458755 2.026822 -15.221757 0.31 -2.51 0.01 -0.533
N 4.393599 4.062269 -15.549741 -0.04 -0.83 0.24 -0.261
N 2.755521 3.787069 -13.953295 0.22 -1.29 -0.53 -0.400
H 4.408531 5.046559 -15.353604 0.00 0.12 -0.17 0.212
H 4.841612 3.701819 -16.379682 0.27 0.20 0.05 0.156
H 1.945832 3.243974 -13.704698 0.10 0.00 0.36 0.227
H 2.969679 4.614988 -13.431266 0.03 0.26 -0.18 0.222
C 7.410292 4.281298 -18.591221 0.34 2.06 -0.49 0.613
O 8.157365 5.253538 -18.656400 -0.42 -1.03 0.17 -0.636
N 6.440448 4.037382 -19.518734 0.15 -0.18 0.45 -0.235
N 7.383913 3.424690 -17.536009 -0.03 -0.42 0.60 -0.281
H 5.940982 3.173487 -19.435576 -0.24 0.02 -0.65 0.102
H 6.418424 4.626446 -20.329768 -0.06 -0.20 -0.16 0.210
H 6.689176 2.703176 -17.499514 0.17 -0.22 0.11 0.096
H 7.967355 3.627617 -16.745584 0.10 -0.07 -0.07 0.210
C 1.475522 -0.944979 -19.891191 0.00 -0.98 -0.22 -0.743
C 2.815548 -1.181095 -20.579878 0.21 0.16 0.13 -0.249
O 3.379104 0.083236 -20.943516 0.17 -0.47 0.17 -0.410
H 0.738169 -0.681608 -20.646412 -0.08 0.31 0.16 0.267
H 1.547187 -0.176424 -19.122855 0.04 0.19 -0.11 0.165
H 1.112669 -1.852935 -19.395996 0.05 0.01 -0.09 0.299
H 2.750449 -1.790021 -21.481830 -0.40 0.32 -0.17 0.302
H 3.512410 -1.780446 -19.974570 -0.01 0.36 0.34 0.197
H 3.616097 0.499296 -20.104460 -0.05 0.05 -0.36 0.145
```
Positions in Å, forces in eV/Å.

Spin multiplicity   2
HOMO (alpha / beta)   -0.448 / -0.448 Ha
LUMO level (alpha / beta)   -7.39 / -6.80 eV
HOMO-LUMO gap (alpha / beta)   0.1763 / 0.1980 Eh
Charge   +1
<S²>   0.817

Record 5
This record from the Open Molecules 2025 dataset describes a molecular structure, C4H14HgN3 in a non-equilibrium geometry. The level of theory is wB97M-V/def2-TZVPD.

```
22
Properties=species:S:1:pos:R:3:forces:R:3:mulliken_charge:R:1
C -1.128983 1.925109 -2.179726 -1.09 1.02 -0.14 -1.587
Hg 0.071137 0.240216 -1.517701 0.91 0.77 -0.40 0.204
N 1.693740 -1.873961 -2.276898 0.15 -0.78 -0.30 -0.936
H -2.391176 1.652470 -4.544996 -0.24 0.04 -0.24 -0.198
H 2.621285 -1.467426 -2.250149 0.03 0.09 -0.03 0.323
H -2.830779 1.750304 -5.144333 0.09 -0.08 0.09 0.225
H -1.052850 2.083087 -3.265442 0.03 0.25 0.37 -0.009
H -0.728917 2.770681 -1.592648 0.12 -0.25 -0.40 0.455
H -2.175138 1.810576 -1.861434 -0.09 -0.02 -0.26 0.378
H 1.473074 -2.193713 -1.328404 0.11 0.16 -0.60 0.428
H 1.700612 -2.667966 -2.919932 0.10 0.05 0.11 0.292
C 1.277215 -0.870248 3.282269 0.36 0.03 -0.32 -1.535
N 0.195270 -0.469572 2.374994 -0.63 1.27 1.34 2.567
C -0.874875 0.488521 2.770538 0.16 0.03 -0.35 -1.461
C 0.325172 -0.879134 1.141359 0.77 -2.92 -1.70 -2.819
N 0.606923 -1.533306 0.191442 -0.91 0.82 2.98 0.620
H 1.031298 -0.612948 4.318032 -0.07 -0.01 -0.28 0.290
H 2.225840 -0.385628 2.986404 -0.36 -0.09 0.25 0.411
H 1.425336 -1.957389 3.186720 -0.09 0.25 0.13 0.292
H -0.722519 1.479003 2.286066 -0.14 -0.64 0.24 0.491
H -1.864500 0.074599 2.478260 0.57 0.27 0.07 0.350
H -0.877166 0.636735 3.865570 0.21 -0.25 -0.52 0.221
```
Positions in Å, forces in eV/Å.

HOMO (alpha / beta)   0.021 / -0.009 Ha
LUMO level (alpha / beta)   3.57 / 3.22 eV
HOMO-LUMO gap (alpha / beta)   0.1100 / 0.1272 Eh
Charge   -1

Record 6
This record from the Open Molecules 2025 dataset describes 2 unconnected molecules or ions with the total composition C4H14N in a non-equilibrium geometry. The level of theory is wB97M-V/def2-TZVPD.

```
19
Properties=species:S:1:pos:R:3:forces:R:3:mulliken_charge:R:1
C -0.639755 -2.621020 -2.423911 -1.81 -4.83 -1.37 -0.946
C 0.332448 -1.977497 -1.529708 -0.43 3.11 -2.26 -0.538
H -0.395414 -3.779874 -2.623175 -0.06 2.28 0.47 0.242
H -1.666078 -2.765904 -1.983311 0.85 0.70 -0.40 0.290
H -0.721996 -2.267954 -3.458053 -0.06 0.54 0.46 0.282
H 0.650703 -2.613616 -0.800547 0.32 -1.38 2.66 0.375
H -0.202559 -1.015560 -1.215480 1.51 -1.16 0.12 0.060
H 1.256529 -1.821895 -2.116784 -0.35 0.68 0.28 0.262
C 0.467605 1.343003 0.175908 3.43 1.48 0.04 -1.797
N -0.363964 1.831341 1.297290 -0.30 0.44 -3.45 -1.639
C 0.211074 1.510880 2.483972 1.36 -1.24 6.02 -1.533
H -0.105745 1.411580 -0.707685 -0.56 -0.04 -1.08 1.005
H 0.796197 0.330926 0.401906 -0.40 -0.03 -0.10 0.282
H 1.470835 1.972205 0.070507 -2.26 -0.98 0.37 0.367
H -0.555917 2.835737 1.275257 -0.18 0.98 -0.65 0.949
H -1.233503 1.325605 1.070139 -1.50 -0.33 0.53 0.850
H -0.179549 0.643918 2.949840 -0.64 -1.88 -0.56 0.530
H 1.259362 1.308881 2.425896 0.64 0.49 0.00 0.238
H -0.053352 2.084372 3.392890 0.43 1.17 -1.09 0.722
```
Positions in Å, forces in eV/Å.

Spin multiplicity   2
HOMO (alpha / beta)   -0.127 / -0.414 Ha
LUMO level (alpha / beta)   1.03 / 0.69 eV
HOMO-LUMO gap (alpha / beta)   0.1650 / 0.4396 Eh
Charge   0
<S²>   0.750

Record 7
This record from the Open Molecules 2025 dataset describes 2 unconnected molecules or ions with the total composition C4H14N in a non-equilibrium geometry. The level of theory is wB97M-V/def2-TZVPD.

```
19
Properties=species:S:1:pos:R:3:forces:R:3:mulliken_charge:R:1
C -0.504680 -1.783850 -0.419091 0.10 -0.54 -0.69 -0.296
C -0.001611 -2.131979 0.965227 -0.16 0.76 -0.41 -1.138
N -1.478952 -0.626580 -0.368889 1.03 0.63 0.71 -0.201
H 0.297907 -1.588376 -1.131808 0.09 0.74 0.33 0.291
H -0.999232 -2.603462 -0.947269 -0.40 -0.04 0.62 0.363
H -0.787028 -2.490363 1.625262 0.01 -0.11 0.02 0.408
H 0.537215 -1.301527 1.424001 -0.22 0.16 0.02 0.312
H -1.029463 0.286153 -0.541564 0.15 -0.26 -0.30 0.112
H -2.245376 -0.733155 -1.007404 -0.64 -0.03 -0.32 0.365
H -1.802126 -0.524571 0.594182 -0.50 -0.27 -0.06 0.391
H 0.745244 -2.869204 0.811016 0.55 -1.02 0.16 0.345
C 0.877588 2.114094 0.663736 0.14 -0.11 -0.43 -0.700
C 0.927311 2.003343 -0.847466 -0.20 -0.79 -1.02 -0.700
H 1.706350 2.705342 1.013258 0.28 0.36 0.15 0.332
H -0.032776 2.615883 0.987784 -0.08 -0.25 0.21 0.293
H 1.022541 1.135254 1.123735 -0.30 0.01 0.18 0.168
H 0.289645 1.208989 -1.278528 -0.15 0.00 0.29 0.041
H 1.889871 1.711667 -1.272587 0.21 0.26 0.38 0.300
H 0.587580 2.872344 -1.393594 0.09 0.50 0.17 0.314
```
Positions in Å, forces in eV/Å.

HOMO   -0.571 Ha
LUMO level   -3.54 eV
HOMO-LUMO gap   0.4412 Eh
Charge   +1

Record 8
This record from the Open Molecules 2025 dataset describes 2 unconnected molecules or ions with the total composition C4H14N in a non-equilibrium geometry. The level of theory is wB97M-V/def2-TZVPD.

```
19
Properties=species:S:1:pos:R:3:forces:R:3:mulliken_charge:R:1
C 2.772577 -1.248648 0.071340 2.49 -0.03 1.54 -0.729
N 1.944399 -0.417558 1.006061 -2.01 2.90 -1.08 -0.341
H 2.186619 -1.853258 -0.592085 -0.48 0.24 -0.43 0.335
H 3.164679 -1.905384 0.850893 0.74 -0.56 -0.83 0.356
H 3.678132 -0.675127 -0.428900 -2.36 -0.89 1.09 0.313
H 2.461167 0.169685 1.681290 0.12 -0.83 -0.12 0.396
H 1.421153 0.304011 0.469853 0.43 -0.06 -0.13 0.384
H 1.096609 -0.811255 1.461833 1.10 -0.78 0.02 0.383
C -1.519112 1.347007 -1.469357 1.13 0.71 0.43 -1.243
C -1.285548 0.741844 -0.058065 0.83 -0.26 -1.47 0.315
C -2.302235 -0.331924 0.405173 0.25 0.80 0.36 -0.908
H -2.455669 1.899552 -1.558771 0.19 0.14 0.11 0.357
H -0.620044 2.007401 -1.687982 -1.32 -0.43 0.08 0.312
H -1.517225 0.586753 -2.245898 -0.07 -0.26 0.09 0.338
H -0.292668 0.262472 -0.204499 -0.28 -0.26 0.05 -0.578
H -1.032007 1.542683 0.662164 -0.80 -0.32 -0.05 0.494
H -3.002245 -0.714913 -0.379140 1.26 -0.07 0.32 0.302
H -2.997905 0.200521 1.054994 0.09 -0.41 0.52 0.297
H -1.700678 -1.103862 0.961095 -1.30 0.36 -0.49 0.219
```
Positions in Å, forces in eV/Å.

HOMO   -0.543 Ha
LUMO level   -3.92 eV
HOMO-LUMO gap   0.3993 Eh
Charge   +1